1.
Computed, not measured: a 7-piece molecular cluster, C56H72N2O24P overall in a non-equilibrium geometry, with ωB97M-V with the def2-TZVPD basis set.

## Properties
Kohn-Sham gap: 2.821 eV
HOMO energy: -3.49 eV
LUMO level: -0.0245 Ha
total energy: -4433.2236 hartree
total charge: -1

Structure (XYZ):
```
155
Properties=species:S:1:pos:R:3:mulliken_charge:R:1
C -1.885 -6.393 -4.068 -0.794
C -0.691 -5.867 -5.071 -0.364
C 0.441 -4.920 -4.354 -0.486
C -0.043 -3.346 -4.155 -0.213
C 0.827 -2.276 -5.064 -0.203
C 1.925 -1.432 -4.153 -0.823
C 1.236 -0.224 -3.256 -0.258
C 0.542 0.957 -4.185 -0.065
C 0.647 2.468 -3.476 -0.570
C -0.744 2.872 -2.679 -0.592
C -0.556 4.132 -1.620 -0.410
C 0.002 3.569 -0.151 0.098
C -0.822 4.193 1.125 -0.402
C 0.084 5.108 2.148 -0.258
C 0.722 4.263 3.421 -0.243
C 2.135 3.559 2.971 -1.007
P 2.443 1.833 3.782 1.513
C 3.938 2.502 4.766 -0.806
C 4.328 1.645 6.108 -0.231
N 3.152 1.069 6.867 -0.630
C 0.975 1.017 2.821 -0.774
N 1.262 0.775 1.356 -0.004
C 1.903 -0.570 1.094 -0.100
H -1.420 -6.879 -3.100 0.158
H -2.611 -5.506 -3.830 0.289
H -2.523 -7.229 -4.592 0.290
H -0.114 -6.841 -5.450 0.087
H -1.159 -5.393 -6.058 0.279
H 0.629 -5.376 -3.272 0.160
H 1.458 -4.992 -4.965 0.301
H -0.015 -3.112 -2.995 0.136
H -1.165 -3.275 -4.534 0.180
H 1.448 -2.930 -5.845 0.402
H 0.148 -1.559 -5.715 -0.092
H 2.434 -2.182 -3.388 0.237
H 2.738 -0.998 -4.883 0.314
H 2.100 0.291 -2.618 0.257
H 0.445 -0.628 -2.473 0.105
H -0.581 0.716 -4.467 -0.028
H 1.157 1.004 -5.190 0.322
H 0.748 3.220 -4.378 0.233
H 1.595 2.513 -2.772 0.194
H -1.517 3.251 -3.492 0.238
H -1.122 1.895 -2.158 0.281
H 0.211 4.923 -2.067 0.159
H -1.604 4.655 -1.543 0.279
H -0.229 2.399 -0.154 -0.133
H 1.156 3.796 -0.146 0.223
H -1.424 3.330 1.637 0.226
H -1.637 4.930 0.661 0.198
H -0.670 5.895 2.635 -0.149
H 0.896 5.764 1.589 0.278
H 1.010 5.085 4.236 0.219
H -0.043 3.548 3.948 0.149
H 2.111 3.482 1.791 0.060
H 2.995 4.345 3.214 0.476
H 1.565 2.117 4.902 -0.297
H 2.757 0.514 4.279 -0.695
H 3.329 1.538 2.652 -0.267
H 4.880 2.424 4.038 0.170
H 3.869 3.629 5.078 0.359
H 5.131 0.796 5.886 -0.023
H 4.853 2.416 6.853 0.264
H 2.410 1.774 7.070 0.270
H 2.777 0.195 6.436 0.292
H 0.750 -0.054 3.296 0.075
H -0.026 1.621 2.902 0.031
H 1.901 1.487 0.939 0.276
H 1.235 -1.391 1.594 -0.084
H 3.012 -0.543 1.467 0.209
H 1.843 -0.753 -0.081 -0.065
C 0.037 10.490 0.125 -0.754
C -0.357 9.223 -0.017 0.268
C -1.643 8.743 0.560 0.967
O -1.987 7.578 0.397 -0.533
C -2.459 9.704 1.319 -0.979
C -2.064 10.971 1.463 0.392
C -0.791 11.457 0.862 0.918
O -0.464 12.631 0.997 -0.625
O -2.825 11.878 2.177 -0.580
O 0.417 8.308 -0.707 -0.557
H 0.968 10.853 -0.292 0.422
H -3.383 9.338 1.748 0.440
H -2.328 12.725 2.136 0.343
H -0.083 7.464 -0.671 0.253
C -3.097 1.788 -8.906 -0.831
C -2.338 1.252 -7.948 0.389
C -2.928 0.395 -6.883 0.745
O -2.203 -0.099 -6.026 -0.436
C -4.383 0.176 -6.901 -0.937
C -5.142 0.715 -7.857 0.377
C -4.548 1.550 -8.937 0.902
O -5.269 2.016 -9.813 -0.620
O -6.510 0.516 -7.879 -0.572
O -0.974 1.474 -7.910 -0.622
H -2.681 2.411 -9.687 0.430
H -4.801 -0.434 -6.111 0.447
H -6.833 1.006 -8.666 0.345
H -0.651 0.980 -7.126 0.314
C -2.171 5.693 7.293 -0.962
C -2.974 5.080 8.164 0.373
C -4.067 4.178 7.708 0.926
O -4.777 3.614 8.533 -0.629
C -4.257 4.004 6.259 -0.771
C -3.456 4.619 5.387 0.328
C -2.345 5.499 5.845 0.922
O -1.614 6.037 5.020 -0.501
O -3.630 4.462 4.024 -0.602
O -2.817 5.259 9.527 -0.581
H -1.370 6.349 7.611 0.437
H -5.066 3.360 5.940 0.422
H -2.927 5.006 3.607 0.267
H -3.517 4.710 9.944 0.341
C 6.279 -4.053 3.299 -0.958
C 5.534 -5.049 2.817 0.381
C 4.053 -5.050 2.965 0.950
O 3.393 -5.970 2.494 -0.654
C 3.432 -3.928 3.686 -0.708
C 4.177 -2.933 4.171 0.248
C 5.655 -2.919 3.999 0.999
O 6.311 -1.981 4.440 -0.605
O 3.600 -1.876 4.852 -0.382
O 6.114 -6.120 2.161 -0.587
H 7.357 -4.038 3.197 0.405
H 2.356 -3.949 3.801 0.339
H 4.346 -1.288 5.100 0.140
H 5.367 -6.705 1.907 0.340
C -3.505 -3.917 2.767 -0.878
C -2.293 -3.556 3.195 0.303
C -1.081 -3.771 2.357 0.819
O 0.016 -3.412 2.769 -0.424
C -1.255 -4.420 1.048 -0.945
C -2.466 -4.784 0.622 0.279
C -3.680 -4.545 1.449 0.926
O -4.782 -4.873 1.022 -0.641
O -2.636 -5.398 -0.606 -0.475
O -2.120 -2.968 4.435 -0.605
H -4.394 -3.765 3.366 0.427
H -0.363 -4.587 0.456 0.533
H -3.601 -5.561 -0.684 0.333
H -1.155 -2.800 4.511 0.332
C 1.069 -9.138 -3.871 -0.627
C 0.200 -9.780 -4.655 0.346
C -0.077 -11.232 -4.476 0.831
O -0.895 -11.790 -5.199 -0.626
C 0.660 -11.950 -3.424 -0.912
C 1.532 -11.309 -2.643 0.348
C 1.787 -9.851 -2.804 0.799
O 2.581 -9.285 -2.059 -0.604
O 2.230 -11.977 -1.655 -0.573
O -0.478 -9.117 -5.662 -0.515
H 1.277 -8.082 -3.989 0.464
H 0.463 -13.009 -3.317 0.406
H 2.795 -11.296 -1.228 0.349
H -1.047 -9.797 -6.084 0.328
```

---

2.
Computed, not measured: a 9-piece molecular cluster, C16H51NO15 overall in a non-equilibrium geometry, with ωB97M-V with the def2-TZVPD basis set.

## Properties
Kohn-Sham gap: 8.459 eV
HOMO energy: -8.51 eV
SMILES string: COC[C@H](C)N.OCCO.OCCO.OCCO.OCCO.OCCO.OCCO.O.O
LUMO level: -0.0018 Ha
total energy: -1823.3883 hartree

Structure (XYZ):
```
83
Properties=species:S:1:pos:R:3:mulliken_charge:R:1
C 1.136 0.572 -2.009 -0.627
O 1.800 1.715 -2.484 -0.465
C 2.760 2.275 -1.573 0.009
C 2.960 3.754 -2.029 0.199
C 4.435 4.174 -1.796 -1.591
N 2.123 4.613 -1.199 -0.729
H 0.766 0.133 -2.936 0.332
H 0.229 0.680 -1.414 0.131
H 1.753 -0.147 -1.470 0.272
H 2.531 2.125 -0.518 -0.049
H 3.657 1.728 -1.864 0.410
H 2.568 3.836 -3.043 0.346
H 4.586 5.253 -1.803 0.388
H 5.016 3.686 -2.578 0.443
H 4.912 3.758 -0.908 0.302
H 2.594 4.606 -0.305 0.326
H 1.223 4.169 -1.088 0.289
O -2.325 2.801 -1.916 -0.610
C -3.352 2.197 -1.163 0.063
C -4.726 2.555 -1.780 -0.578
O -4.956 2.128 -3.147 -0.553
H -2.245 2.412 -2.790 0.300
H -3.157 1.152 -0.924 0.196
H -3.351 2.799 -0.255 0.152
H -4.800 3.641 -1.717 0.300
H -5.552 2.209 -1.159 0.370
H -5.866 2.197 -3.444 0.310
O -3.568 -2.427 -0.279 -0.550
C -3.866 -2.901 0.976 -0.398
C -2.895 -4.044 1.270 0.631
O -3.129 -5.189 0.525 -0.621
H -2.733 -1.956 -0.229 0.192
H -3.912 -2.189 1.799 0.141
H -4.873 -3.317 0.974 0.375
H -2.901 -4.334 2.321 0.374
H -1.877 -3.762 1.001 -0.608
H -3.068 -4.995 -0.413 0.447
O -0.457 3.650 0.010 -0.449
C -0.674 3.014 1.214 0.005
C 0.416 3.537 2.222 -0.212
O 0.100 4.873 2.656 -0.609
H -1.133 3.350 -0.601 0.303
H -1.649 3.230 1.651 0.291
H -0.650 1.946 1.000 -0.047
H 1.365 3.712 1.716 0.113
H 0.496 2.899 3.102 0.292
H -0.311 5.398 1.966 0.321
O -2.528 -4.829 -2.188 -0.542
C -1.682 -3.793 -2.848 -0.552
C -0.472 -3.420 -1.997 0.797
O 0.514 -4.470 -2.192 -0.569
H -3.210 -5.147 -2.784 0.241
H -1.422 -4.132 -3.851 0.368
H -2.341 -2.926 -2.892 0.287
H -0.760 -3.288 -0.954 -0.596
H 0.058 -2.510 -2.282 0.015
H 0.206 -5.105 -1.541 0.410
O 4.442 -0.622 0.782 -0.626
C 4.652 0.394 1.733 -0.032
C 3.677 0.322 2.861 -0.655
O 2.366 0.719 2.535 -0.464
H 5.021 -0.529 0.022 0.291
H 5.695 0.385 2.049 0.422
H 4.571 1.311 1.148 0.038
H 3.924 1.077 3.607 0.427
H 3.729 -0.612 3.422 0.217
H 2.110 0.153 1.804 0.327
O 1.794 -1.521 1.047 -0.173
C 1.522 -2.898 1.142 -0.067
C 0.666 -3.267 2.395 -0.069
O 0.641 -4.655 2.402 -0.583
H 2.726 -1.350 1.198 0.013
H 1.024 -3.339 0.279 -0.144
H 2.496 -3.384 1.087 0.578
H -0.355 -2.886 2.368 -0.100
H 1.058 -2.841 3.319 0.346
H -0.159 -4.908 2.868 0.382
O -2.004 -0.361 2.494 -0.500
H -1.548 -0.620 3.294 0.220
H -2.888 -0.134 2.783 0.232
O -1.149 -0.914 0.117 0.109
H -1.564 -0.521 0.885 0.219
H -0.213 -0.900 0.317 -0.198
```

---

3.
Computed, not measured: a 3-piece molecular cluster, C3H11NO2 overall in a non-equilibrium geometry, with ωB97M-V with the def2-TZVPD basis set.

## Properties
Kohn-Sham gap: 10.749 eV
HOMO energy: -10.23 eV
SMILES string: C=NCC.O.O
LUMO level: 0.0192 Ha
total energy: -326.0463 hartree

Structure (XYZ):
```
17
Properties=species:S:1:pos:R:3:mulliken_charge:R:1
C -1.823 -1.261 0.587 -0.426
N -1.161 -0.149 0.704 -0.285
C -0.656 0.410 -0.487 -0.173
C -0.038 -0.291 -1.779 -1.312
H -2.053 -1.818 -0.240 0.345
H -2.121 -1.583 1.675 0.229
H -1.326 1.193 -0.834 0.352
H 0.243 1.000 -0.225 0.103
H 0.736 0.374 -2.055 0.366
H 0.306 -1.230 -1.435 0.434
H -0.890 -0.392 -2.498 0.369
O 2.988 -0.619 -0.689 -0.595
H 2.324 0.056 -0.548 0.307
H 3.065 -1.079 0.037 0.279
O 0.147 1.980 2.986 -0.655
H 0.887 1.660 2.376 0.314
H -0.628 1.752 2.425 0.350
```

---

4.
Computed, not measured: a 3-piece molecular cluster, C3H7PS overall in a non-equilibrium geometry, with ωB97M-V with the def2-TZVPD basis set.

## Properties
Kohn-Sham gap: 9.577 eV
HOMO energy: -9.65 eV
SMILES string: C#C.C=P.S
LUMO level: -0.0028 Ha
total energy: -857.8700 hartree

Structure (XYZ):
```
12
Properties=species:S:1:pos:R:3:mulliken_charge:R:1
C 0.659 1.393 -3.019 -0.191
C -0.391 0.841 -2.607 -0.572
H 1.592 1.846 -3.046 0.392
H -1.225 0.211 -2.692 0.381
C -0.654 0.247 1.928 -0.486
P -0.062 1.120 0.628 -0.025
H -0.141 -0.708 2.153 0.259
H -1.603 0.214 2.365 0.292
H -1.064 2.212 0.777 0.049
S 1.433 -2.306 0.286 -0.162
H 2.678 -1.805 0.233 0.160
H 0.896 -1.177 0.596 -0.096
```

---

5.
Computed, not measured: a 2-piece molecular cluster, C5H14 overall in a non-equilibrium geometry, with ωB97M-V with the def2-TZVPD basis set.

## Properties
Kohn-Sham gap: 11.757 eV
HOMO energy: -10.66 eV
SMILES string: CCC.CC
LUMO level: 0.0403 Ha
total energy: -198.8371 hartree

Structure (XYZ):
```
19
Properties=species:S:1:pos:R:3:mulliken_charge:R:1
C 1.617 -1.981 0.904 -1.080
C 1.131 -0.575 1.321 -0.267
C 1.648 0.765 0.688 -0.967
H 2.694 -1.855 0.720 0.286
H 1.310 -2.139 -0.131 0.281
H 1.239 -2.721 1.583 0.339
H 0.030 -0.530 1.439 0.245
H 1.500 -0.538 2.357 0.322
H 2.706 0.652 0.468 0.308
H 0.895 1.288 0.124 0.247
H 1.757 1.446 1.566 0.273
C -2.614 1.331 -1.782 -0.988
C -1.701 0.336 -1.055 -0.606
H -2.071 2.293 -1.883 0.277
H -2.732 0.999 -2.817 0.305
H -3.356 1.710 -1.083 0.292
H -1.744 -0.691 -1.425 0.353
H -1.925 0.462 0.002 0.245
H -0.644 0.577 -1.265 0.132
```

---

6.
Computed, not measured: one molecule with the formula C8H15OPS in a non-equilibrium geometry, with ωB97M-V with the def2-TZVPD basis set.

## Properties
Kohn-Sham gap: 7.775 eV
HOMO energy: -8.95 eV
LUMO level: -0.0431 Ha
total energy: -1128.4687 hartree

Structure (XYZ):
```
26
Properties=species:S:1:pos:R:3:mulliken_charge:R:1
C 0.268 -1.683 3.413 -0.537
C -0.720 -1.912 2.551 -0.152
C 0.110 1.058 -0.153 1.603
C -0.298 -0.296 -0.904 0.939
C 1.467 1.707 -0.451 -1.820
C -0.968 2.163 -0.477 -1.609
C 0.653 -1.433 -0.700 -1.675
C -0.600 -0.164 -2.406 -1.436
O 0.224 0.767 1.164 -0.705
P -1.718 -0.549 1.819 0.216
S -2.003 -0.882 -0.241 -0.140
H 0.924 -2.472 3.724 0.294
H 0.841 -0.746 3.317 0.224
H -1.137 -2.945 2.392 0.305
H 1.581 2.293 0.431 0.510
H 1.497 2.287 -1.352 0.441
H 2.324 0.941 -0.473 0.297
H -1.271 2.617 0.488 0.388
H -2.024 1.691 -0.812 0.299
H -0.552 2.812 -1.186 0.391
H 1.055 -1.379 0.306 0.397
H 1.568 -1.274 -1.314 0.355
H 0.379 -2.518 -0.806 0.332
H -1.441 0.480 -2.611 0.379
H -0.562 -1.022 -3.009 0.426
H 0.405 0.458 -2.711 0.279
```

---

7.
Computed, not measured: C12H21N3OS2 as an isolated structure in a non-equilibrium geometry, with ωB97M-V with the def2-TZVPD basis set.

## Properties
Kohn-Sham gap: 7.833 eV
HOMO energy: -7.32 eV
LUMO level: 0.0187 Ha
total energy: -1505.3401 hartree

Structure (XYZ):
```
39
Properties=species:S:1:pos:R:3:mulliken_charge:R:1
C 5.647 3.289 -0.691 -1.615
C 5.866 2.093 0.170 -0.181
C 4.657 1.272 0.056 -0.711
C 4.670 -0.041 1.006 -0.839
C 3.366 -1.031 0.941 -0.559
C 3.008 -1.663 -0.163 -0.241
H 3.795 -2.366 -0.318 0.406
H 2.840 -0.855 -1.145 0.175
S 1.544 -2.632 -0.190 -0.251
C 0.382 -1.513 -0.212 0.268
N 0.526 0.005 -0.330 -0.222
S -0.935 0.739 -0.540 0.008
C -1.688 -1.029 -0.376 0.102
N -0.926 -1.798 -0.109 -0.258
N -3.086 -0.879 -0.384 -0.129
C -3.833 0.281 -0.283 0.576
O -3.120 1.193 -0.480 -0.591
C -5.302 0.128 -0.350 -0.256
C -5.832 1.509 0.139 -0.948
C -5.726 1.500 1.824 -0.953
H -6.134 0.556 2.100 0.327
H -6.307 2.416 2.293 0.312
H -4.638 1.640 1.974 0.239
H -5.594 2.352 -0.088 0.742
H -7.010 1.534 -0.241 0.248
H -5.480 0.126 -1.490 0.253
H -5.560 -0.917 0.079 0.289
H -3.496 -1.596 -0.188 0.002
H 3.357 -1.630 2.003 0.287
H 2.525 -0.249 1.396 0.220
H 4.837 0.474 1.987 0.343
H 5.423 -0.663 0.603 0.365
H 4.430 0.869 -0.924 0.340
H 3.574 1.620 0.304 0.322
H 6.582 1.467 -0.061 0.400
H 5.856 2.670 1.236 0.216
H 6.494 3.940 -0.865 0.403
H 5.515 2.967 -1.539 0.602
H 4.692 3.919 -0.526 0.311
```

---

8.
Computed, not measured: C28H39CrN10OPSSe as an isolated structure in a non-equilibrium geometry, with ωB97M-V with the def2-TZVPD basis set.

## Properties
Kohn-Sham gap (spin up / spin down): 7.017 / 6.783 eV
HOMO energy (spin up / spin down): -11.81 / -11.84 eV
LUMO level (spin up / spin down): -0.1761 / -0.1858 Ha
multiplicity: 5
total energy: -5898.2534 hartree
total charge: +2

Structure (XYZ):
```
82
Properties=species:S:1:pos:R:3:mulliken_spin:R:1
Cr -1.059 0.077 0.077 3.940
C 2.621 -3.466 1.789 0.000
N 2.194 -2.273 1.051 -0.002
C 2.989 -1.516 0.232 0.002
C 2.205 -0.511 -0.257 0.050
N 0.946 -0.651 0.248 -0.165
C 0.955 -1.723 1.035 0.114
P -0.394 -2.238 2.169 -0.011
C -1.902 -2.288 1.112 0.004
N -2.617 -1.226 0.716 0.013
C -3.835 -1.699 0.322 0.027
C -3.867 -3.052 0.490 -0.010
N -2.651 -3.411 0.995 -0.002
C -2.234 -4.777 1.324 -0.001
C -0.707 -0.568 2.835 -0.003
N -0.933 0.509 2.087 -0.087
C -1.152 1.549 2.948 0.032
C -1.056 1.090 4.227 -0.003
N -0.773 -0.248 4.145 0.008
C -0.587 -1.157 5.279 0.000
H 3.659 -3.669 1.549 0.000
H 2.020 -4.325 1.503 0.000
H 2.532 -3.307 2.861 0.000
H 4.030 -1.748 0.067 0.000
H 2.459 0.288 -0.935 0.008
H -4.611 -1.049 -0.043 -0.001
H -4.644 -3.774 0.297 0.000
H -2.982 -5.468 0.949 0.000
H -2.143 -4.902 2.400 0.001
H -1.283 -5.003 0.848 0.000
H -1.342 2.550 2.605 0.004
H -1.161 1.598 5.172 0.000
H -0.682 -0.589 6.199 -0.001
H 0.401 -1.610 5.247 0.000
H -1.342 -1.939 5.270 0.000
N -3.632 0.408 -1.980 0.017
C -2.705 -0.444 -2.468 -0.026
N -1.584 -0.785 -1.866 -0.083
C -0.927 -1.783 -2.630 0.056
C 0.254 -2.448 -2.311 -0.038
C 0.769 -3.387 -3.190 0.003
C 0.122 -3.694 -4.385 0.001
C -1.069 -3.068 -4.705 0.000
C -1.571 -2.126 -3.819 -0.009
S -3.044 -1.220 -3.979 0.002
H -3.357 1.051 -1.261 0.010
H -4.379 0.704 -2.586 -0.002
H 0.771 -2.236 -1.392 0.013
H 1.694 -3.892 -2.941 0.000
H 0.545 -4.426 -5.061 0.000
H -1.599 -3.308 -5.619 0.000
C -2.722 3.171 0.172 0.021
C -2.260 3.270 -1.270 -0.019
O -1.329 2.225 -1.543 0.075
C -0.716 2.417 -2.825 -0.011
C 0.511 1.551 -2.993 0.054
H -3.692 3.651 0.304 0.000
H -2.004 3.655 0.834 -0.004
H -2.815 2.125 0.495 0.014
H -1.769 4.230 -1.438 -0.004
H -3.102 3.206 -1.970 0.001
H -0.430 3.469 -2.905 0.000
H -1.454 2.213 -3.609 -0.003
H 1.247 1.807 -2.228 -0.016
H 0.944 1.735 -3.978 0.002
H 0.280 0.491 -2.917 0.000
C 3.144 1.721 2.507 0.004
N 3.591 2.540 1.394 0.001
C 4.904 2.901 1.122 0.000
C 4.868 3.741 0.074 0.000
N 3.536 3.891 -0.284 0.000
C 3.036 4.758 -1.342 0.002
C 2.750 3.156 0.533 0.001
Se 0.912 2.999 0.462 0.019
H 4.015 1.297 2.998 0.000
H 2.493 0.926 2.141 0.002
H 2.580 2.327 3.214 0.000
H 5.737 2.532 1.696 0.000
H 5.666 4.245 -0.446 0.000
H 3.870 5.324 -1.747 0.000
H 2.291 5.438 -0.938 0.000
H 2.576 4.167 -2.132 0.000
```

---

Which of these has the highest total energy?
C5H14

---

Among the records above, which one has the lowest total energy?
C28H39CrN10OPSSe

---

What is the formula in the fifth record?
C5H14